Computed, not measured: a molecular structure, C19H33Cl2DyN2O4S at a distorted geometry, with the ωB97M-V functional and the def2-TZVPD basis.

Geometry as XYZ:
```
62
Properties=species:S:1:pos:R:3
O 1.53400 1.87966 -2.85204
C 1.85871 1.72044 -4.03512
C 2.57041 2.70038 -4.94547
C 3.18636 3.89597 -4.51211
H 3.38649 4.03295 -3.44751
C 3.57972 4.89365 -5.43196
H 4.00330 5.84661 -5.10167
C 3.42102 4.69534 -6.81150
H 3.63711 5.49381 -7.53857
C 3.00657 3.43336 -7.26180
H 2.97242 3.22062 -8.33582
C 2.59551 2.44600 -6.34620
H 2.30268 1.46086 -6.70989
H 1.63541 0.72809 -4.51546
C -2.47520 1.11537 -2.67603
C -2.11199 0.17498 -1.61744
H -3.51346 1.02263 -3.02972
H -1.80659 0.87416 -3.52239
H -2.30813 2.16693 -2.35639
C -2.67698 -0.86664 -1.04794
C -4.17977 -1.12509 -0.94879
H -2.05715 -1.70659 -0.60967
H -4.71638 -0.60981 -1.75318
H -4.60363 -0.80333 0.01448
H -4.34576 -2.20346 -1.04016
Dy 0.72597 0.30994 -0.88047
Cl 0.15624 2.74326 -0.39191
Cl 0.47752 -1.21635 -2.97847
C -1.29826 0.73015 1.94783
O -0.41275 0.06082 1.34437
N -1.91848 0.33411 3.06906
C -1.56008 -0.89740 3.79180
C -2.96240 1.17392 3.64271
H -1.61428 1.71275 1.54292
H -0.75528 -1.41316 3.25738
H -2.43549 -1.56120 3.87462
H -1.23683 -0.66243 4.82109
H -3.14122 2.01670 2.97513
H -2.67596 1.56127 4.62376
H -3.89514 0.62096 3.76375
H 0.55333 -5.44511 0.91060
H 2.79771 -5.62045 -0.50866
C 0.21830 -4.75329 0.12964
C 2.32213 -4.89546 -1.18395
N 1.36443 -4.07181 -0.46969
H -0.44830 -4.00384 0.55185
C 1.48109 -2.74926 -0.49039
O 0.63765 -1.95036 0.00531
H 3.10280 -4.26472 -1.62507
H 2.37303 -2.34018 -1.00618
H -0.30555 -5.34981 -0.62793
H 1.83340 -5.46137 -1.99046
C 4.43045 0.40742 2.26133
S 2.66934 0.38007 1.92957
C 2.40775 -1.23452 2.66514
O 2.61878 0.19356 0.39781
H 4.88225 -0.57053 2.01518
H 4.58268 0.60743 3.32872
H 4.87738 1.21965 1.66773
H 2.52410 -1.11056 3.75270
H 1.38637 -1.55742 2.41954
H 3.16122 -1.96040 2.29973
```

Expectation value of S² = 9.340
HOMO energy (spin up / spin down) = -0.1651 / -0.1610 hartree
Kohn-Sham gap (spin up / spin down) = 4.42 / 4.31 eV
Spin multiplicity = 6
F_max = 4.0 eV/Å